The molecule C5H8N2O3 in a non-equilibrium geometry. Source: the Open Molecules 2025 dataset; level of theory: wB97M-V/def2-TZVPD.

* highest occupied orbital energy: -8.105 eV
* ΔE to the lowest compared entry with this formula, charge and spin: 607.2 kJ/mol
* max |F|: 0.076 Eh/bohr

Last column: natural (NBO) charge in e.
CARTESIAN COORDINATES (ANGSTROEM)
C1 -0.998 -1.401 0.185  0.452
C2 0.295 -0.825 0.714  -0.317
C3 1.007 -0.255 -1.382  0.055
C4 -2.034 -0.442 0.069  -0.354
C5 1.805 1.143 0.402  -0.403
N1 0.984 0.096 -0.149  -0.162
N2 -2.019 0.904 0.073  0.494
O1 -3.016 1.541 -0.142  -0.424
O2 -1.135 -2.591 -0.010  -0.601
O3 -0.939 1.502 0.309  -0.583
H1 0.219 -0.365 1.617  0.234
H2 0.996 -1.703 0.758  0.224
H3 0.402 -1.127 -1.674  0.243
H4 1.578 0.375 -2.145  0.215
H5 -2.954 -0.961 -0.204  0.222
H6 2.233 1.588 -0.518  0.222
H7 1.291 1.889 0.936  0.263
H8 2.285 0.632 1.161  0.222